Below is an isolated molecule of C19H19ClN2O9S in a non-equilibrium geometry, with properties calculated with ωB97M-V/def2-TZVPD.

Cartesian coordinates (Å):
1 C 5.52228 0.26520 0.20778
2 C 4.43112 1.23506 -0.22861
3 O 4.33497 1.19749 -1.63110
4 C 3.07691 0.84093 0.40178
5 N 2.58715 -0.41079 -0.14104
6 S 2.57668 -1.76298 0.84829
7 O 3.26806 -2.83233 0.19652
8 O 2.98215 -1.36071 2.16363
9 C 0.82296 -2.11135 0.86972
10 C 0.01188 -1.35093 1.69003
11 C -1.35518 -1.56507 1.68658
12 C -1.88055 -2.54411 0.85389
13 Cl -3.58362 -2.79706 0.82768
14 C -1.06444 -3.31764 0.03930
15 C 0.30266 -3.09270 0.04947
16 C 1.97655 1.84707 0.07993
17 O 1.99601 2.62130 -0.84345
18 O 0.95180 1.69058 0.91388
19 C -0.28111 2.32132 0.58106
20 C -1.18375 1.36313 -0.15169
21 C -0.67145 0.39935 -0.99411
22 C -1.52559 -0.48624 -1.64199
23 N -0.96514 -1.49806 -2.49147
24 O 0.24265 -1.53279 -2.60388
25 O -1.72981 -2.26886 -3.03070
26 C -2.89795 -0.43487 -1.44351
27 C -3.42566 0.52296 -0.59917
28 C -2.57395 1.43565 0.03550
29 O -3.04979 2.39908 0.85912
30 C -4.46058 2.53508 0.87741
31 O -5.12139 1.32498 0.90595
32 C -4.89549 0.58535 -0.28075
33 H 5.23358 -0.75614 -0.03006
34 H 5.68700 0.34286 1.27820
35 H 6.44171 0.49911 -0.32104
36 H 4.68012 2.25459 0.10816
37 H 3.66882 1.84399 -1.90494
38 H 3.16355 0.71252 1.48416
39 H 2.95405 -0.60061 -1.06624
40 H 0.46196 -0.60541 2.32460
41 H -2.00989 -0.98549 2.31786
42 H -1.49520 -4.07470 -0.59745
43 H 0.97305 -3.66584 -0.57042
44 H -0.74616 2.63256 1.51802
45 H -0.07919 3.20366 -0.04000
46 H 0.39116 0.30368 -1.15679
47 H -3.53748 -1.14889 -1.93899
48 H -4.70129 3.06920 1.79952
49 H -4.76131 3.13661 -0.00094
50 H -5.29050 -0.41440 -0.09093
51 H -5.45230 1.03465 -1.11879

Its LUMO energy is -0.6 eV. The net charge is 0. The value obtained for the relative energy (zero: lowest compared OMol25 entry of this formula, charge and spin) is 0.000 eV. For the HOMO-LUMO gap, the calculation gives 8.9 eV. As for the HOMO energy: -9.473 eV. For the energy, the calculation gives -64774.158 eV.

Charges in e, computed with Löwdin, in the same order as the atoms: -0.02 -0.38 -0.02 -0.22 -0.05 0.67 -0.27 -0.27 -0.27 -0.05 -0.08 -0.66 0.74 -0.09 -0.05 -0.44 0.13 0.02 -0.07 -0.08 0.07 -0.15 -0.36 0.08 0.08 0.03 -0.11 -0.15 0.02 -0.20 -0.06 -0.13 0.07 0.09 0.09 0.16 0.09 0.15 0.13 0.12 0.12 0.12 0.12 0.14 0.14 0.11 0.13 0.15 0.15 0.12 0.14